DFT (ωB97M-V/def2-TZVPD) results for 2 unconnected molecules or ions with the total composition C2H4F2IN in a non-equilibrium geometry.

ΔE to the lowest compared entry with this formula, charge and spin   86.1 kJ/mol
HOMO energy   -9.898 eV
SMILES   FC(F)I.C=N
Lowest unoccupied orbital energy   0.08 eV
HOMO-LUMO gap   0.36659 Ha

Each line ends with the Löwdin charge.
Geometry (Å):
F: 1.57 -2.03 0.09  0.00
C: 1.70 -0.84 -0.50  -0.72
F: 2.75 -1.02 -1.38  -0.04
I: 2.35 0.72 1.02  0.65
H: 0.77 -0.50 -0.88  0.04
C: -2.03 0.95 0.07  -0.12
N: -1.28 -0.04 0.30  0.02
H: -2.41 1.36 -0.91  0.09
H: -2.38 1.51 0.89  0.04
H: -1.03 -0.11 1.29  0.04

---

DFT (ωB97M-V/def2-TZVPD) results for a molecular structure, C26H31GeN5RuS in a non-equilibrium geometry.

ΔE to the lowest compared entry with this formula, charge and spin   57.5 kJ/mol
HOMO energy   -13.576 eV
Total charge   +2
Lowest unoccupied orbital energy   -7.30 eV
HOMO-LUMO gap   0.23073 Ha

Each line ends with the Löwdin charge.
Geometry (Å):
Ru: 0.43 1.19 -0.25  1.10
C: 0.64 1.42 4.08  -0.01
C: 0.74 1.75 2.72  -0.12
N: 0.32 0.94 1.77  -0.07
C: -0.19 -0.28 2.09  -0.20
C: -0.34 -0.68 3.43  -0.15
C: 0.09 0.22 4.43  0.04
C: -0.89 -1.95 3.71  0.00
C: -1.24 -2.76 2.67  -0.03
C: -1.08 -2.35 1.33  0.02
C: -0.56 -1.12 1.01  -0.20
N: -0.30 -0.58 -0.27  -0.05
C: -0.60 -1.09 -1.56  -0.21
C: -1.19 -2.28 -1.89  0.02
C: -1.40 -2.65 -3.23  -0.03
C: -1.03 -1.83 -4.26  0.00
C: -0.41 -0.60 -3.97  -0.14
C: 0.05 0.29 -4.96  0.04
C: 0.70 1.44 -4.60  -0.01
C: 0.85 1.73 -3.24  -0.10
N: 0.39 0.94 -2.29  -0.06
C: -0.20 -0.24 -2.63  -0.19
H: 0.99 2.13 4.83  0.12
H: 1.17 2.69 2.41  0.12
H: -0.03 -0.05 5.48  0.14
H: -1.01 -2.27 4.74  0.13
H: -1.66 -3.74 2.87  0.12
H: -1.36 -3.06 0.56  0.09
H: -1.51 -2.98 -1.13  0.09
H: -1.87 -3.60 -3.45  0.12
H: -1.20 -2.11 -5.29  0.13
H: -0.11 0.05 -6.00  0.14
H: 1.09 2.13 -5.34  0.13
H: 1.35 2.63 -2.91  0.12
S: 2.84 1.26 -0.11  0.72
C: 2.94 -0.42 0.42  -0.74
N: 2.89 -1.39 -0.47  0.05
C: 3.10 -2.81 -0.15  -0.13
C: 3.89 -2.93 1.15  -0.14
C: 3.22 -2.07 2.21  -0.12
N: 3.08 -0.70 1.70  0.06
H: 2.86 -1.10 -1.44  0.14
H: 3.64 -3.27 -0.98  0.14
H: 2.13 -3.31 -0.06  0.13
H: 4.91 -2.58 0.99  0.13
H: 3.92 -3.97 1.47  0.13
H: 3.81 -2.04 3.12  0.14
H: 2.23 -2.46 2.45  0.12
H: 3.19 0.08 2.33  0.14
C: -2.83 1.76 1.42  -0.20
Ge: -2.33 2.69 -0.21  0.77
C: -3.11 4.48 -0.25  -0.20
C: -2.88 1.66 -1.77  -0.20
C: -0.34 3.05 -0.29  -0.34
H: -3.85 2.06 1.68  0.04
H: -2.19 2.02 2.26  0.02
H: -2.82 0.68 1.28  0.02
H: -4.19 4.37 -0.23  0.04
H: -2.82 5.00 -1.16  0.03
H: -2.78 5.05 0.62  0.03
H: -3.93 1.86 -1.97  0.04
H: -2.76 0.59 -1.60  0.01
H: -2.31 1.94 -2.66  0.02
H: -0.02 3.61 0.59  0.01
H: -0.11 3.57 -1.22  0.01